Record 1
Below is the molecule C15H29N3O3S, with properties calculated with the ωB97M-V functional and the def2-TZVPD basis.

Cartesian coordinates (Å):
1 C -0.8002 4.1493 -3.2508
2 C -2.0432 3.4114 -2.7622
3 C -2.3928 3.7968 -1.3401
4 S -3.8561 2.8699 -0.7428
5 O -4.5557 3.7274 0.1701
6 O -4.5597 2.3571 -1.8826
7 N -3.3629 1.5575 0.1373
8 C -2.8139 0.4180 -0.5477
9 C -1.2847 0.4034 -0.5126
10 C -0.7776 0.5132 0.9324
11 C 0.7421 0.6599 0.8755
12 O 1.2750 1.6848 0.4984
13 N 1.4294 -0.4280 1.2728
14 C 2.8609 -0.5510 1.1245
15 C 3.1843 -1.7113 0.1801
16 N 2.5558 -2.9270 0.6484
17 C 2.4667 -3.9806 -0.3489
18 C 2.1017 -5.2017 0.4832
19 C 2.9976 -5.0326 1.7118
20 C 3.1651 -3.5102 1.8430
21 C -1.3829 1.7469 1.6096
22 C -2.9076 1.7449 1.4908
23 H -0.9582 5.2245 -3.2206
24 H 0.0563 3.9103 -2.6239
25 H -0.5689 3.8640 -4.2738
26 H -2.8952 3.6358 -3.4048
27 H -1.8746 2.3346 -2.8169
28 H -2.6829 4.8413 -1.2635
29 H -1.5787 3.5997 -0.6491
30 H -3.1988 -0.4899 -0.0665
31 H -3.1932 0.4550 -1.5693
32 H -0.9189 -0.5198 -0.9672
33 H -0.8828 1.2432 -1.0810
34 H -1.0567 -0.3874 1.4879
35 H 0.9535 -1.3000 1.4490
36 H 3.2318 0.3924 0.7199
37 H 3.3154 -0.7235 2.1052
38 H 2.7759 -1.4850 -0.8084
39 H 4.2804 -1.8124 0.0864
40 H 1.7084 -3.7243 -1.0918
41 H 3.4259 -4.1430 -0.8689
42 H 2.2776 -6.1376 -0.0424
43 H 1.0515 -5.1483 0.7696
44 H 3.9646 -5.5046 1.5369
45 H 2.5610 -5.4759 2.6045
46 H 2.6524 -3.1253 2.7294
47 H 4.2283 -3.2409 1.9236
48 H -0.9574 2.6375 1.1448
49 H -1.1044 1.7616 2.6648
50 H -3.3199 0.9324 2.1022
51 H -3.3340 2.6876 1.8339

The value obtained for the lowest unoccupied orbital energy is 0.5 eV. The value obtained for the frontier orbital gap is 0.3516 Ha. The SMILES is CCCS(=O)(=O)N1CCC(C(=O)NCCN2CCCC2)CC1. The value obtained for the electronic energy is -37474.1770 eV.

Record 2
Below is a structure of composition C66H165CrCsN11O8PS at a distorted geometry, with properties calculated with the ωB97M-V functional and the def2-TZVPD basis.

Cartesian coordinates (Å):
1 Cr 2.3734 -2.0459 -1.1799
2 Cs 2.4542 2.1580 1.3700
3 P 0.9234 -0.4314 -0.2151
4 O 0.0897 0.7127 0.3560
5 O 1.1584 -1.8694 0.3415
6 O 2.4853 -0.2539 -0.4251
7 O 0.8109 -1.0071 -1.6163
8 S 4.8809 -2.7209 -1.4838
9 O 3.9677 -2.0325 -2.3620
10 O 3.9145 -2.9032 -0.4237
11 O 5.2888 -3.9992 -1.9922
12 O 6.0737 -1.9603 -1.1424
13 C 6.0028 2.0199 -0.5208
14 C 6.3069 2.7642 0.7174
15 N 5.2642 3.7787 1.1342
16 C 5.6441 4.3482 2.4638
17 C 4.6785 5.4869 2.9865
18 C 5.0337 4.7717 0.1052
19 C 6.2429 5.6482 -0.1702
20 H 4.9596 1.7047 -0.5427
21 H 6.5540 1.0800 -0.4919
22 H 6.3407 2.6290 -1.3593
23 H 6.4384 1.9946 1.4781
24 H 7.2728 3.2273 0.5153
25 H 5.6061 3.4630 3.0987
26 H 6.6597 4.7438 2.4621
27 H 4.8457 5.9309 3.9678
28 H 4.6403 6.3552 2.3286
29 H 3.6561 5.1121 3.0352
30 H 4.1174 5.3313 0.2931
31 H 4.8081 4.3382 -0.8692
32 H 6.6762 6.1747 0.6801
33 H 6.0607 6.3832 -0.9543
34 H 7.0893 5.0448 -0.4979
35 C 3.4718 1.8705 -7.1678
36 C 2.7352 1.3279 -5.9361
37 N 3.0202 2.0732 -4.6687
38 C 2.1926 1.6184 -3.5719
39 C 2.1034 2.6802 -2.4052
40 C 4.4592 2.2775 -4.3510
41 C 5.2446 1.0703 -3.8807
42 H 4.5498 1.7299 -7.0882
43 H 3.3987 2.9571 -7.2138
44 H 3.0713 1.4108 -8.0713
45 H 1.6627 1.2746 -6.1229
46 H 3.0209 0.2891 -5.7705
47 H 2.5518 0.6427 -3.2447
48 H 1.2162 1.4567 -4.0286
49 H 1.5624 2.2365 -1.5693
50 H 1.5492 3.5794 -2.6741
51 H 3.0848 2.9396 -2.0079
52 H 4.9469 2.6357 -5.2576
53 H 4.5378 3.0418 -3.5779
54 H 4.7495 0.5075 -3.0893
55 H 5.5620 0.3958 -4.6759
56 H 6.1407 1.5055 -3.4383
57 C 0.4226 -6.8175 4.7404
58 C 1.7494 -7.3968 4.1513
59 N 2.8270 -6.3700 4.2352
60 C 2.6457 -5.2340 3.3873
61 C 2.4993 -5.4842 1.8862
62 C 4.2200 -6.8247 4.1262
63 C 4.6275 -7.8322 5.2608
64 H 0.6465 -6.1463 5.5695
65 H -0.2324 -7.6263 5.0643
66 H -0.1348 -6.2556 3.9910
67 H 1.9876 -8.1330 4.9191
68 H 1.6614 -7.8195 3.1505
69 H 1.7087 -4.8386 3.7793
70 H 3.2904 -4.3635 3.5088
71 H 2.5249 -4.5568 1.3140
72 H 3.2625 -6.1411 1.4688
73 H 1.5400 -5.9630 1.6897
74 H 4.9254 -5.9939 4.1369
75 H 4.3215 -7.3095 3.1553
76 H 5.7064 -7.9870 5.2671
77 H 4.2022 -8.8290 5.1441
78 H 4.4611 -7.3842 6.2404
79 C -0.4862 -5.2554 -2.1110
80 C 0.5110 -4.2778 -1.4751
81 N 1.6549 -3.7802 -2.2899
82 C 1.0033 -3.1881 -3.4853
83 C 1.8839 -2.3095 -4.4001
84 C 2.4620 -4.9196 -2.7654
85 C 2.8937 -5.8752 -1.6251
86 H -0.9567 -4.7706 -2.9664
87 H -1.2669 -5.5503 -1.4098
88 H -0.0028 -6.1724 -2.4479
89 H 0.0511 -3.4091 -1.0040
90 H 0.9532 -4.7757 -0.6121
91 H 0.5736 -3.9277 -4.1609
92 H 0.1556 -2.5543 -3.2248
93 H 1.3279 -1.9682 -5.2734
94 H 2.3338 -1.4314 -3.9369
95 H 2.7375 -2.8583 -4.7978
96 H 3.3474 -4.6338 -3.3332
97 H 1.9585 -5.5147 -3.5273
98 H 3.1330 -5.3248 -0.7152
99 H 3.7469 -6.5114 -1.8605
100 H 2.1286 -6.5769 -1.2927
101 C 2.2377 2.3672 5.5118
102 C 2.4820 1.0044 4.7718
103 N 3.7498 0.8582 4.0185
104 C 3.6865 -0.5149 3.4690
105 C 4.8925 -0.8738 2.5523
106 C 5.0063 1.1370 4.8286
107 C 5.2191 0.1761 6.0244
108 H 1.2472 2.4748 5.9539
109 H 2.4947 3.1771 4.8291
110 H 2.8282 2.5506 6.4094
111 H 2.3396 0.2147 5.5094
112 H 1.6747 0.8363 4.0589
113 H 3.6155 -1.3240 4.1959
114 H 2.7677 -0.6610 2.9011
115 H 5.1055 -0.0198 1.9092
116 H 5.7665 -1.1464 3.1439
117 H 4.5479 -1.7759 2.0468
118 H 4.9081 2.1224 5.2840
119 H 5.8851 1.1486 4.1840
120 H 4.3193 0.1337 6.6380
121 H 6.0854 0.4668 6.6186
122 H 5.3970 -0.7838 5.5397
123 C -1.6367 3.5995 -5.9009
124 C -1.1455 2.9260 -4.6147
125 N -1.9710 3.1555 -3.4540
126 C -1.6013 2.2898 -2.3331
127 C -1.8809 0.7865 -2.6242
128 C -2.1022 4.5443 -3.0303
129 C -0.8169 5.2618 -2.5121
130 H -2.6826 3.4232 -6.1523
131 H -1.0313 3.2650 -6.7433
132 H -1.5119 4.6820 -5.8732
133 H -1.0808 1.8622 -4.8431
134 H -0.1560 3.2911 -4.3398
135 H -2.1218 2.6576 -1.4488
136 H -0.5454 2.3448 -2.0681
137 H -1.2223 0.3414 -3.3701
138 H -2.9037 0.7690 -3.0006
139 H -1.8242 0.1707 -1.7266
140 H -2.6379 5.1252 -3.7811
141 H -2.8004 4.5534 -2.1933
142 H -0.4679 4.7785 -1.5995
143 H 0.0664 5.2766 -3.1505
144 H -1.0359 6.3045 -2.2820
145 C -0.1620 -1.8297 6.4225
146 C -0.1280 -2.6022 5.0618
147 N -1.0270 -2.0280 4.0681
148 C -0.9528 -2.8002 2.8128
149 C -1.7079 -4.0938 2.8763
150 C -0.6762 -0.6190 3.7186
151 C -1.8072 0.1013 2.8384
152 H -1.1942 -1.7035 6.7492
153 H 0.3397 -0.8643 6.3554
154 H 0.2739 -2.5025 7.1610
155 H 0.8774 -2.7310 4.6609
156 H -0.4254 -3.6181 5.3219
157 H -1.3377 -2.3233 1.9114
158 H 0.0910 -3.0394 2.6095
159 H -1.3618 -4.8491 2.1708
160 H -1.6813 -4.4662 3.9004
161 H -2.7368 -3.8062 2.6603
162 H 0.2288 -0.5074 3.1213
163 H -0.6462 -0.0077 4.6205
164 H -1.6106 1.1680 2.7300
165 H -2.7544 0.0575 3.3760
166 H -1.9494 -0.2880 1.8303
167 C -4.0633 0.8182 -7.3930
168 C -4.2788 0.0435 -6.0246
169 N -4.3280 -1.3971 -6.2341
170 C -3.0241 -1.9908 -6.4651
171 C -2.0963 -2.2007 -5.2769
172 C -5.0755 -2.1153 -5.1966
173 C -6.5416 -1.7789 -5.1603
174 H -3.0472 0.6612 -7.7546
175 H -4.1669 1.8749 -7.1466
176 H -4.8120 0.6682 -8.1708
177 H -3.4549 0.2200 -5.3332
178 H -5.2201 0.3709 -5.5832
179 H -3.1194 -2.9886 -6.8933
180 H -2.4674 -1.4514 -7.2313
181 H -1.6736 -1.3024 -4.8270
182 H -2.5210 -2.7427 -4.4320
183 H -1.2104 -2.7599 -5.5780
184 H -4.7022 -1.8513 -4.2071
185 H -5.0033 -3.1905 -5.3606
186 H -6.9972 -2.3078 -4.3232
187 H -6.9827 -2.0766 -6.1116
188 H -6.7785 -0.7389 -4.9357
189 C 1.2900 6.3655 0.8085
190 C 0.5305 6.3218 2.1027
191 N 0.5791 4.9469 2.6688
192 C -0.2181 3.9820 1.9119
193 C -1.7171 4.2772 1.6092
194 C 0.1277 4.9591 4.0834
195 C 1.0361 5.8133 4.9801
196 H 2.2013 5.7688 0.8481
197 H 1.5806 7.3623 0.4768
198 H 0.6958 5.9024 0.0207
199 H 0.9910 7.0112 2.8103
200 H -0.5011 6.6515 1.9792
201 H 0.2816 3.8854 0.9480
202 H -0.1420 2.9772 2.3277
203 H -2.1281 4.7367 2.5081
204 H -1.8549 4.9917 0.7977
205 H -2.2207 3.3411 1.3682
206 H 0.0616 3.9367 4.4557
207 H -0.8301 5.4786 4.1096
208 H 0.6841 5.6475 5.9983
209 H 0.8868 6.8693 4.7552
210 H 2.0969 5.5678 4.9292
211 C -5.1775 1.8020 -0.4305
212 C -5.6725 2.1518 0.9473
213 N -7.1253 2.1188 1.1159
214 C -7.5270 2.1152 2.5304
215 C -7.0181 0.8702 3.3084
216 C -7.7418 3.2348 0.2983
217 C -9.3019 3.2144 0.3157
218 H -5.5273 0.8094 -0.7142
219 H -4.0892 1.8608 -0.4510
220 H -5.6191 2.4243 -1.2089
221 H -5.1476 1.4402 1.5847
222 H -5.2839 3.1433 1.1793
223 H -8.6089 2.1484 2.6586
224 H -7.0877 2.9963 2.9980
225 H -7.3709 -0.0833 2.9155
226 H -7.4677 0.8971 4.3010
227 H -5.9541 0.8188 3.5394
228 H -7.4339 4.2460 0.5643
229 H -7.4017 3.0977 -0.7281
230 H -9.6880 2.2279 0.0593
231 H -9.6853 3.5613 1.2753
232 H -9.6175 3.9522 -0.4220
233 C -6.9126 -3.5579 -1.5606
234 C -5.7963 -2.5225 -1.2761
235 N -5.0716 -2.5129 -0.0068
236 C -6.0108 -2.0677 1.0373
237 C -5.4212 -2.2683 2.4425
238 C -3.8149 -1.7685 -0.0161
239 C -2.7553 -2.4469 -0.9697
240 H -7.8188 -3.3154 -1.0055
241 H -6.5602 -4.5593 -1.3136
242 H -7.2563 -3.5246 -2.5945
243 H -5.0971 -2.8039 -2.0636
244 H -6.1682 -1.5496 -1.5976
245 H -6.3871 -1.0569 0.8799
246 H -6.8795 -2.6977 0.8460
247 H -4.9012 -3.2189 2.5610
248 H -4.6679 -1.5051 2.6377
249 H -6.1814 -2.2077 3.2214
250 H -3.3744 -1.6649 0.9756
251 H -3.9522 -0.7223 -0.2894
252 H -2.5289 -3.4499 -0.6079
253 H -1.7795 -1.9808 -0.8324
254 H -2.9398 -2.4343 -2.0439

The value obtained for the lowest unoccupied orbital energy (alpha / beta) is 1.4 / 1.4 eV. Its multiplicity is 4. The charge is -1. The value obtained for the frontier orbital gap (alpha / beta) is 0.2485 / 0.2535 Ha. The value obtained for the electronic energy is -152986.9071 eV.

Q: Among the records above, which one has the highest electronic energy?
A: C15H29N3O3S

Q: The highest electronic energy belongs to which entry?
A: C15H29N3O3S